{"formula": "C61H51IKN3O2P2", "method": "the ωB97M-V functional and the def2-TZVPD basis", "elements": ["I", "K", "P", "P", "O", "O", "N", "N", "N", "C", "C", "C", "C", "C", "C", "C", "C", "C", "C", "C", "C", "C", "C", "C", "C", "C", "C", "C", "C", "C", "C", "C", "C", "C", "C", "C", "C", "C", "C", "C", "C", "C", "C", "C", "C", "C", "C", "C", "C", "C", "C", "C", "C", "C", "C", "C", "C", "C", "C", "C", "C", "C", "C", "C", "C", "C", "C", "C", "C", "C", "H", "H", "H", "H", "H", "H", "H", "H", "H", "H", "H", "H", "H", "H", "H", "H", "H", "H", "H", "H", "H", "H", "H", "H", "H", "H", "H", "H", "H", "H", "H", "H", "H", "H", "H", "H", "H", "H", "H", "H", "H", "H", "H", "H", "H", "H", "H", "H", "H", "H", "H"], "positions_angstrom": [[2.151, 0.270, 1.512], [-0.691, 0.099, -0.818], [0.534, -1.939, -3.225], [1.037, 2.576, -0.340], [-2.642, 0.471, -2.292], [-3.929, 1.717, 1.894], [-5.083, 1.548, -0.081], [0.798, -1.271, -1.900], [-2.894, 0.988, -0.069], [-0.163, -4.528, -4.329], [-0.630, -1.213, -4.469], [3.896, 1.399, 0.514], [-6.733, -2.522, -2.648], [-5.543, -0.115, -1.865], [-5.050, 2.343, -2.388], [-0.461, 5.026, -3.424], [4.548, -2.405, -5.523], [-6.968, -2.006, -1.383], [-0.218, -1.398, 3.455], [0.567, -0.870, 2.691], [-1.640, -0.903, 5.373], [-6.372, -0.814, -0.993], [-0.551, -4.157, -1.991], [3.885, 2.742, 0.029], [-0.357, -3.068, 5.236], [-4.377, 4.572, -3.043], [2.671, 3.453, -0.211], [0.029, 4.338, -4.524], [6.328, 1.407, 0.307], [0.530, 3.410, -1.928], [-4.848, 1.167, -1.448], [-0.031, 4.820, 2.950], [-2.378, 0.103, -6.215], [0.996, 2.711, -3.046], [-1.066, -5.441, -1.865], [5.122, 3.430, -0.198], [-5.296, -0.653, -3.129], [-0.232, -0.064, -5.153], [4.461, -2.343, -4.138], [-2.329, -2.659, 3.729], [-3.302, 0.825, -1.321], [5.115, 0.773, 0.631], [5.110, 4.802, -0.529], [-1.093, 0.590, -6.019], [-4.223, 3.456, -2.241], [6.337, 2.719, -0.076], [2.149, -2.240, -5.679], [-1.128, -6.270, -2.976], [-0.213, 4.569, -2.137], [2.047, -2.183, -4.291], [2.712, 4.802, -0.486], [3.219, -2.220, -3.533], [-6.056, 2.391, -3.348], [0.100, 3.544, 0.905], [-1.280, 3.680, 0.764], [-2.795, -1.024, -5.522], [0.711, 4.093, 2.032], [-6.217, 3.513, -4.150], [-3.937, 1.432, 0.708], [-1.935, -1.665, -4.642], [-1.396, 4.991, 2.771], [-0.110, -3.685, -3.223], [-2.024, 4.401, 1.684], [0.765, 3.177, -4.330], [-0.670, -5.813, -4.206], [3.393, -2.350, -6.289], [-5.888, -1.844, -3.515], [-5.375, 4.605, -4.008], [3.930, 5.484, -0.627], [-1.133, -2.011, 4.435], [-2.852, -1.918, 3.123], [5.138, -0.244, 1.016], [-0.177, 4.690, -5.528], [-5.922, 1.989, 0.249], [-3.711, 5.418, -2.920], [-1.997, -3.459, 3.066], [1.257, -2.195, -6.293], [0.776, 0.303, -4.991], [3.113, -2.115, -2.458], [-1.418, -5.792, -0.902], [-0.470, -3.487, -1.141], [-1.035, 5.934, -3.575], [-4.608, -0.141, -3.789], [5.517, -2.477, -6.005], [-3.058, 0.604, -6.894], [-5.489, 5.468, -4.652], [-0.594, 5.128, -1.290], [-0.794, -0.363, 5.800], [-7.004, 3.534, -4.895], [-6.534, -0.429, 0.005], [-0.945, -3.441, 6.082], [1.771, 3.941, 2.194], [-0.771, 1.488, -6.534], [0.463, 5.257, 3.811], [-6.724, 1.549, -3.476], [5.359, -2.376, -3.532], [-3.439, 3.439, -1.492], [-1.526, -7.274, -2.884], [-1.769, 3.185, -0.064], [7.273, 3.230, -0.281], [-7.607, -2.537, -0.687], [6.056, 5.309, -0.695], [0.186, -4.172, -5.292], [0.572, -2.636, 5.611], [-3.027, -3.072, 4.465], [1.154, 2.630, -5.180], [3.462, -2.388, -7.371], [7.263, 0.862, 0.395], [-1.972, 5.565, 3.488], [-7.192, -3.457, -2.948], [-0.091, -3.906, 4.589], [3.929, 6.546, -0.849], [-2.280, -2.531, -4.088], [1.792, 5.355, -0.617], [-2.236, -0.188, 4.806], [-5.676, -2.257, -4.495], [-3.098, 4.480, 1.567], [-2.250, -1.317, 6.184], [-0.711, -6.463, -5.074], [1.547, 1.785, -2.896], [-3.803, -1.401, -5.661]], "mulliken_charge": [0.216, 0.730, 0.606, 0.269, -0.678, -0.738, -0.039, -0.558, -0.499, -0.007, 0.558, -0.979, -0.568, -0.852, -0.273, -0.611, -0.383, -0.903, 0.713, -2.066, -1.573, -0.345, -0.523, 0.625, -1.690, -0.627, 0.506, -0.833, -0.678, 1.070, 2.544, -0.700, -0.352, -1.146, -0.714, 1.060, -0.050, -0.387, -0.603, -1.397, 0.731, -0.434, -0.867, -1.004, -0.025, -0.799, -0.073, -0.403, -0.020, 0.383, -0.142, -0.638, -0.200, 0.791, -0.616, -0.563, -0.563, -0.986, -0.487, -0.478, -0.923, -0.026, -0.325, -0.545, -0.748, -0.793, -0.814, -0.509, -1.087, 2.347, 0.243, 0.288, 0.360, 0.243, 0.378, 0.349, 0.339, 0.687, 0.358, 0.423, 0.568, 0.405, 0.735, 0.359, 0.379, 0.384, 0.485, 0.370, 0.398, 0.441, 0.359, 0.465, 0.301, 0.409, 0.472, 0.412, 0.477, 0.354, 0.336, 0.299, 0.404, 0.315, 0.263, 0.376, 0.353, 0.607, 0.359, 0.355, 0.348, 0.411, 0.376, 0.403, 0.295, 0.387, 0.354, 0.291, 0.424, 0.373, 0.378, 0.260, 0.288], "charge": -2, "gap_ha": 0.2310, "lumo_energy_ev": 3.93, "multiplicity": 1, "e_tot_ev": -115653.977}

---

{"formula": "C61H66N9NaO5", "method": "the ωB97M-V functional and the def2-TZVPD basis", "elements": ["Na", "O", "O", "O", "O", "O", "N", "N", "N", "N", "N", "N", "N", "N", "N", "C", "C", "C", "C", "C", "C", "C", "C", "C", "C", "C", "C", "C", "C", "C", "C", "C", "C", "C", "C", "C", "C", "C", "C", "C", "C", "C", "C", "C", "C", "C", "C", "C", "C", "C", "C", "C", "C", "C", "C", "C", "C", "C", "C", "C", "C", "C", "C", "C", "C", "C", "C", "C", "C", "C", "C", "C", "C", "C", "C", "C", "H", "H", "H", "H", "H", "H", "H", "H", "H", "H", "H", "H", "H", "H", "H", "H", "H", "H", "H", "H", "H", "H", "H", "H", "H", "H", "H", "H", "H", "H", "H", "H", "H", "H", "H", "H", "H", "H", "H", "H", "H", "H", "H", "H", "H", "H", "H", "H", "H", "H", "H", "H", "H", "H", "H", "H", "H", "H", "H", "H", "H", "H", "H", "H", "H", "H"], "positions_angstrom": [[-0.607, -0.391, 0.300], [-2.013, 0.496, 1.859], [-3.382, 0.044, 3.592], [-2.324, 0.646, 6.558], [-1.326, -1.179, 7.351], [-0.196, -2.566, 0.248], [0.432, -1.144, 5.198], [0.018, -0.855, 3.057], [2.496, 0.692, 1.279], [1.319, -1.241, -1.583], [2.343, 2.858, 2.303], [-2.403, -1.295, -1.403], [-2.078, 1.651, -0.964], [0.888, 1.771, -1.712], [1.152, 2.935, 1.954], [-1.069, -3.279, -1.918], [-3.349, -4.682, -0.177], [0.269, 5.957, 3.965], [4.210, 3.291, -2.533], [-5.572, 2.757, 1.609], [3.098, 1.790, 1.706], [-3.296, -3.225, -0.508], [0.576, -4.678, -0.458], [-1.723, 4.781, 3.302], [4.426, 3.368, -4.048], [2.264, -5.106, -3.621], [-3.577, -1.003, -0.689], [2.788, 2.990, -2.160], [-3.059, 3.739, -0.602], [-4.160, -2.250, -0.162], [0.142, -3.242, -0.865], [-2.230, -2.571, -1.286], [-3.995, 2.784, -0.362], [1.354, -4.754, 0.701], [0.273, -5.874, -1.099], [4.640, -0.203, 0.713], [2.499, -0.819, -2.190], [-3.994, 0.234, -0.378], [0.899, -1.266, 3.925], [1.796, 3.887, -1.842], [0.625, 3.087, -1.572], [2.992, -4.494, -2.419], [0.427, 3.951, 2.658], [2.116, 5.908, -0.352], [4.475, 1.976, 1.663], [-2.290, 0.092, 3.009], [0.738, -7.097, -0.616], [2.177, 1.691, -2.075], [-3.370, 5.882, -1.896], [3.255, -0.288, 0.809], [-1.118, 5.838, 3.964], [-3.218, 5.225, -0.520], [-1.848, 3.019, -0.978], [1.044, 5.012, 3.318], [-5.413, 2.938, 0.094], [4.646, -1.937, -3.206], [2.868, 0.477, -2.369], [3.310, -1.978, -2.532], [1.921, 5.381, -1.771], [1.833, -5.958, 1.179], [2.236, -1.830, 3.597], [-5.120, -2.279, 2.174], [5.257, 0.962, 1.138], [2.588, -3.071, -2.156], [-5.397, -2.370, 0.670], [-0.792, -2.676, -3.298], [-3.332, 1.507, -0.616], [-0.643, 3.623, -1.228], [-0.829, -0.549, 5.113], [-0.955, 3.844, 2.625], [-1.069, -0.411, 3.768], [-1.591, -0.269, 6.334], [4.547, -1.984, -4.734], [1.528, -7.148, 0.519], [-4.011, -5.513, -1.281], [1.349, -2.541, -1.550], [5.467, 3.593, -4.300], [-6.105, -1.586, 0.384], [3.885, -1.195, -5.093], [5.175, -1.026, -2.912], [2.440, -5.979, 2.079], [-5.065, 1.857, 1.961], [-0.988, -1.990, 6.949], [4.513, 4.240, -2.080], [2.653, -6.101, -3.853], [-5.885, -3.324, 0.440], [2.376, -4.473, -4.504], [-1.375, -4.317, -2.066], [2.217, -2.130, 2.552], [4.155, 2.423, -4.521], [-6.037, 2.203, -0.424], [-4.092, 5.462, 0.093], [0.743, 6.792, 4.468], [0.068, -3.153, -3.775], [-3.457, 6.969, -1.813], [-3.887, -4.824, 0.763], [-1.402, 3.016, 2.087], [4.896, 2.903, 2.029], [-4.260, 5.502, -2.402], [2.725, -1.178, 0.486], [-2.358, 5.661, -0.003], [-3.462, -5.414, -2.219], [-6.626, 2.701, 1.896], [-4.579, -1.367, 2.431], [-0.664, 4.709, -1.156], [3.029, -1.089, 3.724], [3.017, 5.479, 0.094], [2.815, -5.122, -1.543], [2.123, 5.081, 3.304], [4.874, 2.531, -2.111], [0.479, -8.011, -1.138], [4.069, -4.523, -2.611], [-0.322, -5.882, -2.003], [1.199, -5.201, -3.417], [-4.048, -6.574, -1.018], [3.864, 0.618, -2.785], [2.463, -2.700, 4.217], [-2.800, 4.680, 3.296], [2.765, 5.701, -2.392], [-1.726, 6.577, 4.472], [1.536, -3.822, 1.222], [-5.127, 3.601, 2.138], [5.261, -2.773, -2.860], [5.208, -1.032, 0.311], [1.891, -8.097, 0.894], [1.032, 5.852, -2.205], [5.525, -1.857, -5.204], [-4.910, 0.294, 0.202], [-4.505, -3.121, 2.500], [-1.664, -2.811, -3.946], [-6.054, -2.302, 2.741], [4.131, -2.939, -5.061], [-5.795, 3.921, -0.200], [-0.596, -1.610, -3.208], [-5.031, -5.167, -1.461], [-2.330, -5.043, -0.010], [2.203, 6.999, -0.330], [1.002, -1.183, 6.028], [3.791, 4.143, -4.482], [-2.511, 5.651, -2.527], [6.333, 1.075, 1.075], [1.277, 5.621, 0.275]], "mulliken_charge": [0.611, 0.325, -0.965, -0.527, -0.557, -0.773, -0.035, 0.617, 1.082, 0.760, -0.792, -0.739, -0.544, -0.410, 1.285, 1.523, -0.294, -0.609, -1.072, -0.793, -0.174, -0.343, -0.646, -1.003, -1.317, -1.254, 0.522, 0.878, 1.238, 0.428, 2.313, -0.156, 0.097, -0.563, 0.784, -1.105, -0.270, -0.162, -0.264, 0.581, 0.201, -0.644, -0.273, -0.735, -0.456, -0.008, -1.119, -0.325, -1.334, -0.280, -0.531, -1.127, -0.091, -0.443, -1.115, -1.337, -0.122, 0.819, -1.346, -0.389, -0.810, -0.708, -0.770, -0.044, -1.326, -2.096, 0.285, -0.151, -0.296, 0.126, 0.302, 0.474, -1.243, -0.722, -1.469, -1.206, 0.398, 0.456, 0.257, 0.335, 0.391, 0.063, 0.352, 0.498, 0.416, 0.382, 0.261, 0.127, -0.255, 0.252, 0.440, 0.507, 0.353, 0.428, 0.402, 0.533, 0.518, 0.498, 0.332, 0.321, 0.213, 0.253, 0.364, -0.077, 0.131, 0.252, 0.198, 0.166, 0.438, 0.258, 0.419, 0.419, 0.399, 0.133, 0.397, 0.011, 0.524, 0.481, 0.409, 0.397, 0.228, 0.157, 0.554, 0.492, 0.336, 0.399, 0.435, 0.075, 0.241, 0.513, 0.403, 0.226, 0.513, 0.249, 0.369, -0.266, 0.457, 0.283, 0.318, 0.263, 0.377, -0.042], "charge": -2, "gap_ha": 0.1853, "lumo_energy_ev": 3.61, "multiplicity": 1, "e_tot_ev": -92396.183}